(1)
{"formula": "C30H25Cl5N5O5RuS", "method": "ωB97M-V/def2-TZVPD", "symbols": ["Ru", "N", "C", "C", "O", "N", "C", "C", "O", "O", "H", "H", "H", "H", "H", "H", "Cl", "C", "C", "C", "Cl", "C", "C", "C", "C", "N", "C", "C", "O", "H", "H", "H", "H", "Cl", "C", "C", "C", "C", "C", "C", "N", "C", "C", "N", "C", "O", "C", "C", "C", "Cl", "S", "C", "C", "C", "Cl", "C", "H", "H", "H", "H", "H", "H", "H", "H", "H", "H", "H", "H", "H", "C", "H", "H"], "xyz": [[0.146, 0.685, -0.155], [-0.985, -1.571, 0.198], [-1.761, -1.544, 1.449], [-2.017, -0.124, 1.952], [-3.011, 0.081, 2.677], [-1.087, 0.747, 1.560], [-1.321, 2.158, 1.846], [-1.724, 2.906, 0.543], [-2.322, 3.992, 0.623], [-1.366, 2.298, -0.539], [-1.536, -1.891, -0.578], [-0.139, -2.115, 0.292], [-1.199, -2.031, 2.241], [-2.726, -2.042, 1.342], [-0.392, 2.626, 2.189], [-2.088, 2.317, 2.599], [1.881, -1.563, 5.169], [2.634, -0.744, 3.822], [3.760, 0.027, 4.049], [4.420, 0.624, 2.976], [5.917, 1.485, 3.331], [3.947, 0.544, 1.672], [4.633, 1.083, 0.523], [4.086, 0.988, -0.705], [2.702, 0.472, -0.918], [2.066, -0.138, 0.265], [2.694, -0.146, 1.447], [2.096, -0.976, 2.515], [1.234, -1.843, 2.262], [4.153, 0.138, 5.052], [5.619, 1.511, 0.668], [4.611, 1.328, -1.596], [2.725, -0.303, -1.700], [5.629, -2.502, -2.225], [4.333, -2.393, -3.362], [3.293, -3.293, -3.308], [2.251, -3.172, -4.212], [2.197, -2.166, -5.168], [1.027, -1.991, -6.121], [0.227, -0.692, -5.907], [-0.357, -0.461, -4.592], [-1.636, 0.020, -4.362], [-1.732, 0.208, -3.011], [-0.548, -0.146, -2.415], [0.255, -0.518, -3.375], [0.225, -3.152, -6.315], [-1.034, -3.357, -5.656], [-1.006, -4.185, -4.406], [-0.845, -5.531, -4.407], [-0.650, -6.533, -5.788], [-0.891, -6.204, -2.828], [-1.150, -4.654, -2.132], [-1.188, -3.690, -3.077], [3.298, -1.317, -5.227], [3.447, -0.119, -6.489], [4.353, -1.410, -4.332], [3.292, -4.078, -2.561], [1.441, -3.882, -4.165], [1.471, -1.844, -7.104], [-0.582, -0.684, -6.635], [0.896, 0.132, -6.145], [-2.339, 0.181, -5.167], [-2.544, 0.616, -2.425], [1.277, -0.828, -3.238], [-1.623, -3.887, -6.400], [-1.535, -2.415, -5.443], [-1.235, -4.555, -1.057], [-1.310, -2.638, -2.837], [5.182, -0.719, -4.396], [1.701, 1.566, -1.335], [1.631, 1.705, -2.422], [1.989, 2.515, -0.875]], "mulliken_charge": [0.23, 0.05, -0.69, 0.41, -0.83, 0.18, -0.68, 0.58, -0.80, -0.54, -0.05, 0.16, 0.30, 0.30, 0.21, 0.33, -0.28, 0.30, -0.83, 0.76, -0.33, 0.48, -0.92, -0.97, 2.99, -0.27, -0.21, 0.03, -0.80, 0.38, 0.29, 0.34, -1.34, -0.22, 0.45, -1.05, 0.41, -0.94, 0.08, -1.09, 0.59, -0.47, -1.32, 0.96, -1.03, -0.43, -0.80, -0.83, 0.95, -0.24, -0.24, -0.34, 0.32, 1.30, -0.27, -0.90, 0.48, 0.28, 0.35, 0.36, 0.55, 0.46, 0.50, 0.36, 0.67, 0.09, 0.50, 0.10, 0.43, -1.41, 0.08, 0.56], "charge": -2, "e_homo_ev": [0.91, -0.88], "e_tot_ev": -125231.4648, "spin_multiplicity": 6, "e_above_lowest_kj_mol": 217.3, "e_lumo_ev": [3.14, 3.14], "homo_lumo_gap_ev": [2.23, 4.01]}

(2)
{"formula": "C35H33Cl2FN3O2PdSi", "method": "ωB97M-V/def2-TZVPD", "symbols": ["Pd", "N", "C", "C", "C", "C", "C", "C", "C", "C", "C", "C", "C", "C", "H", "H", "H", "H", "H", "H", "H", "H", "H", "H", "C", "Si", "C", "C", "N", "C", "C", "C", "C", "C", "C", "F", "H", "H", "H", "H", "H", "H", "H", "H", "H", "H", "H", "H", "H", "Cl", "C", "C", "C", "C", "C", "Cl", "C", "N", "C", "C", "C", "C", "C", "C", "C", "C", "O", "O", "H", "H", "H", "H", "H", "H", "H", "H", "H", "H"], "xyz": [[0.427, -0.293, -1.339], [2.587, 0.254, -2.283], [3.678, -0.661, -2.168], [4.931, -0.107, -2.414], [6.089, -0.840, -2.234], [5.985, -2.144, -1.776], [4.739, -2.698, -1.544], [3.545, -1.993, -1.768], [2.251, -2.705, -1.524], [2.303, -4.099, -1.715], [1.301, -4.952, -1.306], [0.218, -4.416, -0.628], [0.105, -3.044, -0.509], [1.046, -2.152, -1.036], [2.253, 0.498, -1.343], [1.883, 0.000, -2.977], [4.967, 0.927, -2.730], [7.056, -0.391, -2.420], [6.874, -2.732, -1.583], [4.688, -3.701, -1.146], [3.167, -4.516, -2.215], [1.380, -6.016, -1.494], [-0.562, -5.051, -0.224], [-0.749, -2.647, 0.016], [1.414, 3.642, 1.810], [1.768, 2.479, 0.355], [2.336, 0.897, 1.211], [3.276, 3.256, -0.477], [0.548, 2.125, -0.776], [-0.549, 2.830, -1.122], [-1.015, 4.048, -0.563], [-2.149, 4.706, -1.013], [-2.906, 4.217, -2.068], [-2.487, 3.028, -2.664], [-1.365, 2.396, -2.196], [-0.997, 1.239, -2.833], [2.329, 3.711, 2.407], [0.618, 3.268, 2.459], [1.157, 4.655, 1.502], [3.137, 1.131, 1.921], [2.704, 0.092, 0.569], [1.491, 0.497, 1.770], [4.100, 3.394, 0.228], [2.995, 4.241, -0.861], [3.622, 2.661, -1.324], [-0.470, 4.475, 0.264], [-2.441, 5.630, -0.524], [-3.785, 4.738, -2.425], [-3.017, 2.584, -3.498], [-3.967, -4.110, 2.366], [-2.462, -3.262, 2.657], [-1.322, -4.022, 2.829], [-0.110, -3.389, 3.036], [-0.073, -2.006, 3.085], [-1.229, -1.259, 2.940], [-1.094, 0.459, 3.116], [-2.474, -1.858, 2.701], [-3.675, -1.180, 2.593], [-3.887, 0.086, 1.946], [-4.181, 1.190, 2.738], [-4.434, 2.423, 2.165], [-4.416, 2.549, 0.781], [-4.172, 1.437, -0.004], [-3.901, 0.190, 0.558], [-3.633, -0.969, -0.364], [-2.230, -0.983, -0.978], [-1.294, -0.505, -0.226], [-2.083, -1.433, -2.106], [-1.393, -5.099, 2.774], [0.800, -3.964, 3.139], [0.859, -1.484, 3.242], [-4.450, -1.812, 2.464], [-4.171, 1.065, 3.813], [-4.633, 3.283, 2.792], [-4.583, 3.510, 0.313], [-4.158, 1.536, -1.083], [-4.318, -0.928, -1.211], [-3.794, -1.928, 0.135]], "mulliken_charge": [0.06, -0.24, 0.83, -0.46, -0.51, -0.77, -0.96, 0.77, 1.23, -1.04, -0.89, -0.95, -0.07, 0.07, -0.67, 0.35, 0.39, 0.38, 0.38, 0.53, 0.55, 0.39, 0.47, 0.47, -1.34, 0.06, -0.16, -1.03, 0.07, 0.58, -0.10, -0.92, -0.47, -0.75, 0.46, -0.45, 0.37, 0.26, 0.43, 0.50, 0.15, -0.38, 0.33, 0.32, 0.17, 0.07, 0.39, 0.37, 0.44, -0.29, 0.91, -0.67, -0.50, -0.70, 0.90, -0.13, -0.90, -0.13, -0.36, -0.31, -0.70, -0.65, -0.69, 0.96, -1.56, 1.07, -0.24, -0.73, 0.42, 0.36, 0.34, 0.41, 0.45, 0.38, 0.44, 0.49, 0.52, 0.25], "charge": -1, "e_homo_ev": -4.00, "e_tot_ev": -84518.9606, "e_above_lowest_kj_mol": 241.5, "e_lumo_ev": 2.54, "homo_lumo_gap_ev": 6.54}

(3)
{"formula": "C12H16F10N3O", "method": "ωB97M-V/def2-TZVPD", "symbols": ["F", "C", "C", "C", "N", "C", "N", "C", "C", "C", "C", "F", "F", "C", "F", "F", "F", "N", "C", "C", "F", "F", "C", "F", "F", "O", "H", "H", "H", "H", "H", "H", "H", "H", "H", "H", "H", "H", "H", "H", "H", "H"], "xyz": [[5.515, -2.408, 2.011], [4.324, -2.373, 1.296], [4.207, -1.015, 0.611], [3.221, -1.014, -0.535], [1.851, -1.472, -0.107], [0.773, -0.800, -0.583], [-0.356, -1.404, -0.900], [-1.562, -0.689, -1.335], [-2.406, -0.129, -0.164], [-3.895, -0.497, -0.295], [-4.766, 0.534, 0.405], [-4.861, 1.650, -0.372], [-4.196, 0.913, 1.588], [-6.206, 0.051, 0.725], [-6.183, -1.223, 1.138], [-6.751, 0.786, 1.669], [-6.963, 0.115, -0.367], [0.835, 0.577, -0.702], [2.205, 1.080, -0.447], [2.353, 2.512, -0.976], [3.667, 2.827, -0.895], [1.955, 2.575, -2.261], [1.570, 3.529, -0.119], [2.000, 4.767, -0.377], [0.251, 3.430, -0.450], [3.060, 0.241, -1.149], [4.348, -3.189, 0.562], [3.511, -2.534, 2.010], [5.187, -0.761, 0.190], [3.967, -0.249, 1.354], [3.562, -1.694, -1.322], [1.739, -2.479, -0.127], [-0.406, -2.406, -0.790], [-2.143, -1.395, -1.931], [-1.241, 0.120, -1.994], [-2.006, -0.505, 0.781], [-2.319, 0.962, -0.170], [-4.084, -1.488, 0.116], [-4.169, -0.479, -1.353], [0.144, 1.012, -0.091], [2.419, 1.086, 0.633], [1.684, 3.327, 0.951]], "mulliken_charge": [-0.30, -0.41, -0.43, -0.12, -0.21, 0.17, -0.10, -0.93, -0.37, -1.14, 0.82, -0.30, -0.31, 0.58, -0.26, -0.24, -0.25, -0.11, -0.15, 0.74, -0.31, -0.30, 0.11, -0.25, -0.23, -0.41, 0.31, 0.32, 0.41, 0.11, 0.42, 0.31, 0.27, 0.56, 0.33, 0.35, 0.40, 0.38, 0.47, 0.28, 0.46, 0.34], "charge": 1, "e_homo_ev": -14.73, "e_tot_ev": -46390.5973, "e_lumo_ev": -3.33, "homo_lumo_gap_ev": 11.40, "smiles": "FCC[C@H]1NC(NCCCC(F)(F)C(F)(F)F)=[NH+][C@H](C(F)(F)C(F)F)O1"}

(4)
{"formula": "C3H5FOS", "method": "ωB97M-V/def2-TZVPD", "symbols": ["C", "C", "C", "O", "F", "S", "H", "H", "H", "H", "H"], "xyz": [[-0.890, -0.755, 2.073], [-0.646, -0.344, 0.811], [0.620, 0.329, -1.562], [1.530, 1.493, -1.473], [-1.477, 0.512, 0.128], [0.378, -1.198, -0.371], [-0.426, -1.482, 2.686], [-1.788, -0.236, 2.628], [2.250, 1.170, -0.907], [-0.435, 0.648, -1.517], [0.885, -0.137, -2.495]], "mulliken_charge": [-0.96, 0.62, -0.38, -0.47, -0.27, -0.10, 0.39, 0.23, 0.32, 0.26, 0.36], "e_homo_ev": [-5.71, -10.11], "e_tot_ev": -18786.1677, "spin_multiplicity": 3, "e_above_lowest_kj_mol": 125.7, "e_lumo_ev": [0.68, -2.46], "homo_lumo_gap_ev": [6.40, 7.64]}

(5)
{"formula": "C18H39F10N3O6S2", "method": "ωB97M-V/def2-TZVPD", "symbols": ["O", "S", "O", "F", "N", "C", "C", "C", "C", "C", "F", "F", "C", "F", "F", "S", "F", "F", "F", "F", "F", "H", "H", "H", "H", "H", "H", "H", "H", "H", "C", "O", "C", "C", "N", "C", "C", "O", "C", "H", "H", "H", "H", "H", "H", "H", "H", "H", "H", "H", "H", "H", "H", "H", "C", "O", "C", "C", "N", "C", "C", "O", "C", "H", "H", "H", "H", "H", "H", "H", "H", "H", "H", "H", "H", "H", "H", "H"], "xyz": [[7.226, 2.553, 4.476], [6.733, 3.655, 3.593], [5.756, 3.116, 2.593], [8.039, 4.384, 2.829], [5.966, 4.877, 4.569], [4.834, 4.200, 5.288], [3.941, 5.347, 6.005], [2.880, 5.851, 4.897], [1.388, 5.667, 5.441], [0.364, 5.113, 4.352], [0.705, 5.822, 3.156], [-0.970, 5.517, 4.600], [0.512, 3.583, 3.979], [1.720, 3.311, 3.303], [-0.493, 3.300, 3.026], [0.360, 2.335, 5.352], [1.002, 1.162, 4.334], [-1.146, 1.858, 4.775], [-0.421, 3.357, 6.381], [1.860, 2.651, 5.970], [0.198, 1.149, 6.497], [6.676, 5.142, 5.276], [4.135, 3.654, 4.586], [5.200, 3.488, 6.090], [3.453, 4.846, 6.899], [4.590, 6.194, 6.407], [3.037, 5.372, 3.881], [3.108, 6.964, 4.747], [1.380, 5.081, 6.410], [1.008, 6.713, 5.711], [-1.267, -1.714, -1.870], [-2.150, -0.635, -1.600], [-2.285, -0.346, -0.209], [-1.637, 0.996, 0.130], [-0.180, 0.920, 0.036], [0.484, 2.224, 0.081], [0.187, 3.213, -1.056], [0.688, 2.810, -2.325], [-0.154, 1.919, -3.040], [-1.356, -1.968, -2.925], [-0.230, -1.427, -1.675], [-1.527, -2.596, -1.277], [-1.891, -1.151, 0.420], [-3.359, -0.268, -0.010], [-1.918, 1.285, 1.148], [-2.042, 1.741, -0.563], [0.072, 0.466, -0.833], [1.561, 2.024, 0.076], [0.261, 2.702, 1.037], [0.711, 4.143, -0.816], [-0.874, 3.477, -1.121], [-1.214, 2.093, -2.838], [0.114, 0.884, -2.815], [0.022, 2.072, -4.107], [-0.952, -8.426, -4.953], [-1.654, -7.805, -6.017], [-3.050, -8.107, -6.029], [-3.873, -6.870, -5.672], [-3.712, -6.513, -4.263], [-4.251, -5.196, -3.921], [-3.611, -3.970, -4.589], [-2.271, -3.717, -4.181], [-1.288, -4.464, -4.881], [0.116, -8.279, -5.121], [-1.211, -7.969, -3.994], [-1.154, -9.501, -4.919], [-3.294, -8.953, -5.378], [-3.296, -8.399, -7.054], [-4.930, -7.071, -5.874], [-3.546, -6.057, -6.328], [-2.727, -6.522, -4.031], [-4.133, -5.084, -2.838], [-5.328, -5.191, -4.120], [-4.185, -3.094, -4.268], [-3.689, -3.993, -5.681], [-1.575, -4.667, -5.916], [-1.075, -5.395, -4.352], [-0.364, -3.881, -4.889]], "mulliken_charge": [-0.55, 1.12, -0.50, -0.23, -0.35, -0.71, -0.67, -0.71, -0.93, 0.41, -0.30, -0.31, 0.90, -0.19, -0.29, 1.24, -0.32, -0.32, -0.33, -0.26, -0.31, 0.35, 0.35, 0.46, 0.34, 0.43, 0.47, 0.41, 0.43, 0.39, -0.57, -0.34, -0.87, -0.22, -0.27, 0.13, -0.65, -0.45, -0.52, 0.07, 0.34, 0.38, 0.41, 0.41, 0.34, 0.19, 0.04, 0.42, -0.36, 0.38, 0.37, 0.27, 0.17, 0.31, -0.72, -0.33, -0.80, -0.19, -0.33, -0.75, -0.52, -0.32, -0.67, 0.24, 0.30, 0.34, 0.40, 0.39, 0.38, 0.17, 0.07, 0.37, 0.41, 0.38, 0.34, 0.33, 0.20, 0.31], "e_homo_ev": -8.35, "e_tot_ev": -84891.3724, "e_above_lowest_kj_mol": 318.2, "e_lumo_ev": -1.21, "homo_lumo_gap_ev": 7.14, "smiles": "O=S(=O)(F)NCCCCC(F)(F)C(F)(F)S(F)(F)(F)(F)F.COCCNCCOC.COCCNCCOC"}

(6)
{"formula": "C3H12N4", "method": "ωB97M-V/def2-TZVPD", "symbols": ["C", "C", "C", "N", "N", "N", "N", "H", "H", "H", "H", "H", "H", "H", "H", "H", "H", "H", "H"], "xyz": [[-0.018, 0.883, -0.376], [1.262, 0.769, -0.286], [-1.117, -0.107, -0.120], [2.485, 1.071, -0.344], [-1.838, -0.386, -1.228], [1.780, -1.593, 0.362], [-2.065, 0.631, 1.053], [-0.357, 1.835, -0.795], [-0.756, -0.998, 0.396], [3.055, 0.795, -1.144], [2.986, 1.454, 0.459], [-2.359, -1.240, -1.315], [-2.057, 0.325, -1.910], [1.143, -2.384, 0.315], [2.535, -1.817, -0.282], [2.175, -1.594, 1.298], [-1.542, 1.322, 1.604], [-2.865, 1.103, 0.609], [-2.446, -0.067, 1.704]], "mulliken_charge": [-0.67, 0.41, 0.26, -0.20, -0.42, -0.76, -0.44, 0.45, 0.30, 0.34, 0.33, 0.24, 0.24, 0.28, 0.29, 0.28, 0.36, 0.36, 0.36], "charge": 2, "e_homo_ev": -18.48, "e_tot_ev": -9247.9263, "e_above_lowest_kj_mol": 202.6, "e_lumo_ev": -8.11, "homo_lumo_gap_ev": 10.37}

(7)
{"formula": "C6H7N", "method": "ωB97M-V/def2-TZVPD", "symbols": ["C", "C", "C", "C", "C", "N", "C", "H", "H", "H", "H", "H", "H", "H"], "xyz": [[0.725, -2.007, 0.823], [0.312, -0.860, 0.276], [0.978, 0.341, -0.256], [-0.323, 1.091, 0.108], [-0.817, 2.083, -0.830], [-1.201, 2.849, -1.607], [-1.083, -0.275, 0.179], [1.791, -2.118, 0.980], [0.164, -2.531, 0.036], [1.094, 0.237, -1.348], [1.936, 0.606, 0.184], [-0.205, 1.517, 1.105], [-1.666, -0.499, -0.718], [-1.704, -0.435, 1.070]], "mulliken_charge": [-0.87, 0.44, -0.77, 0.43, -0.11, -0.41, -0.73, 0.23, 0.30, 0.25, 0.37, 0.31, 0.32, 0.26], "e_homo_ev": -9.10, "e_tot_ev": -7822.0215, "e_above_lowest_kj_mol": 349.8, "e_lumo_ev": 0.66, "homo_lumo_gap_ev": 9.75, "smiles": "C=C1CC(C#N)C1"}

(8)
{"formula": "C9H18N2O", "method": "ωB97M-V/def2-TZVPD", "symbols": ["C", "C", "C", "C", "C", "C", "C", "C", "C", "N", "N", "O", "H", "H", "H", "H", "H", "H", "H", "H", "H", "H", "H", "H", "H", "H", "H", "H", "H", "H"], "xyz": [[0.570, -2.145, -1.302], [0.597, -1.261, -0.121], [2.072, -1.133, 0.251], [-0.292, -1.625, 1.053], [-1.758, -1.246, 0.714], [-2.006, 0.273, 0.871], [-0.801, 1.132, 0.481], [-1.189, 2.411, -0.252], [0.066, 1.585, 1.714], [0.126, 0.330, -0.471], [0.737, 1.089, -1.364], [1.761, 0.615, -1.821], [1.135, -1.570, -2.128], [1.115, -3.103, -1.061], [-0.438, -2.420, -1.513], [2.383, -0.113, 0.537], [2.617, -1.275, -0.720], [2.228, -1.919, 1.039], [0.327, -1.159, 1.739], [-0.185, -2.676, 1.177], [-1.870, -1.518, -0.318], [-2.511, -1.806, 1.336], [-2.817, 0.500, 0.246], [-2.245, 0.577, 1.960], [-0.443, 3.097, -0.170], [-2.095, 2.773, 0.295], [-1.368, 2.248, -1.254], [0.310, 0.848, 2.414], [-0.658, 2.435, 2.124], [0.830, 2.273, 1.261]], "mulliken_charge": [-1.44, 1.19, -1.49, -1.73, -0.62, -1.01, 1.24, -1.91, -1.50, 0.81, -0.46, -0.51, 0.37, 0.32, 0.40, 0.28, 0.43, 0.42, 0.75, 0.32, 0.36, 0.42, 0.45, 0.31, 0.49, 0.46, 0.52, 0.37, 0.42, 0.36], "e_homo_ev": -8.53, "e_tot_ev": -14648.7783, "e_above_lowest_kj_mol": 293.9, "e_lumo_ev": 0.83, "homo_lumo_gap_ev": 9.36, "smiles": "CC1(C)CCCC(C)(C)N1N=O"}

Repeat the fourth record exactly.
{"formula": "C3H5FOS", "method": "ωB97M-V/def2-TZVPD", "symbols": ["C", "C", "C", "O", "F", "S", "H", "H", "H", "H", "H"], "xyz": [[-0.890, -0.755, 2.073], [-0.646, -0.344, 0.811], [0.620, 0.329, -1.562], [1.530, 1.493, -1.473], [-1.477, 0.512, 0.128], [0.378, -1.198, -0.371], [-0.426, -1.482, 2.686], [-1.788, -0.236, 2.628], [2.250, 1.170, -0.907], [-0.435, 0.648, -1.517], [0.885, -0.137, -2.495]], "mulliken_charge": [-0.96, 0.62, -0.38, -0.47, -0.27, -0.10, 0.39, 0.23, 0.32, 0.26, 0.36], "e_homo_ev": [-5.71, -10.11], "e_tot_ev": -18786.1677, "spin_multiplicity": 3, "e_above_lowest_kj_mol": 125.7, "e_lumo_ev": [0.68, -2.46], "homo_lumo_gap_ev": [6.40, 7.64]}